Formula: C6H8
Source: OMol25
Level of theory: the ωB97M-V functional and the def2-TZVPD basis

CARTESIAN COORDINATES (ANGSTROEM)
C1 -1.05551 0.72240 0.84639
C2 -0.51305 1.36805 -0.18626
C3 0.19722 0.41548 -1.08677
C4 1.36337 -0.28474 -0.44407
C5 0.03469 -0.96193 -0.48229
C6 -0.66108 -0.73993 0.86061
H1 -1.54992 1.18698 1.69167
H2 -0.39990 2.44471 -0.28269
H3 0.18554 0.56994 -2.16073
H4 1.59200 0.00005 0.58085
H5 2.21511 -0.59262 -1.02988
H6 -0.10550 -1.86614 -1.07215
H7 0.12454 -0.80170 1.63190
H8 -1.42753 -1.46055 1.13341

Properties
SMILES: C1=C[C@H]2C[C@H]2C1
Molecular weight (u): 80.13
2S+1: 1
Energy above the lowest of the compared OMol25 structures with the same formula, charge and spin (eV): 0.766
E_tot (eV): -6350.018
Kohn-Sham gap (eV): 10.02

Formula: C6H8AgMgO6
Source: OMol25
Level of theory: the ωB97M-V functional and the def2-TZVPD basis

CARTESIAN COORDINATES (ANGSTROEM)
O1 -1.88348 -1.21721 -2.23933
C1 -0.70472 -1.20898 -1.68574
C2 -2.38863 0.12385 -2.43139
O2 -0.14924 -2.24063 -1.30643
O3 -0.29189 -0.01627 -1.36897
C3 -1.79716 0.90451 -1.25435
H1 -3.47921 0.07139 -2.38054
H2 -2.00042 0.51168 -3.37901
H3 -2.45244 0.72578 -0.39439
H4 -1.74679 1.95061 -1.57484
O4 0.83457 1.15277 1.83447
C4 -0.56523 1.25803 1.68136
C5 1.35818 0.04266 2.55493
O5 -0.79123 1.85638 0.60306
O6 2.09759 -0.68891 0.38679
C6 2.49060 -0.54107 1.71915
H5 0.55612 -0.69774 2.69420
H6 1.72597 0.36600 3.53990
H7 2.80404 -1.49806 2.17125
H8 3.35305 0.14920 1.74910
Ag1 1.27920 1.05434 -0.11015
Mg1 1.75115 -2.05832 -0.80909

Properties
Molecular weight (u): 308.30
2S+1: 1
Charge: +1
Energy above the lowest of the compared OMol25 structures with the same formula, charge and spin (eV): 2.294
E_tot (eV): -28069.592
Kohn-Sham gap (eV): 4.39

no.,LUMO energy (eV)
1,1.25
2,-5.99